ORCA calculation (wB97M-V/def2-TZVPD) on a 4-piece molecular cluster, C45H89N3O15S2 overall.

Properties
Multiplicity: 1
Gap between HOMO and LUMO: 0.336 Ha
LUMO energy: 0.18 eV
HOMO level: -9.0 eV
SMILES: CC(=O)OCCCCC[C@]1(CCCS)C[C@@H](C[SH](=O)=O)O[C@@]1(C[C@@H](C)OCc1ccccc1)CC(N)(N)N.COCCOCCOC.COCCOCCOC.COCCOCCOC
Total charge: 0
Energy: -3856.9124 Ha

Each line ends with the Löwdin charge.
Atoms and positions in Å:
C: -1.8030 -6.6312 0.1387  0.006
C: -1.0275 -5.2821 -0.1092  -0.486
O: -1.5300 -4.5241 -0.9082  0.086
O: 0.1248 -5.0047 0.5873  -0.040
C: 1.0522 -4.1934 -0.1762  -0.158
C: 0.8468 -2.6811 0.2198  -0.176
C: 2.2213 -1.8835 0.3934  -0.179
C: 2.7340 -1.4261 -1.0393  -0.188
C: 2.4815 0.0907 -1.4050  -0.116
C: 1.3366 0.4005 -2.4637  -0.265
C: 0.6640 -0.7565 -3.2869  -0.116
C: 1.4341 -1.2691 -4.5540  -0.234
C: 2.9371 -1.7037 -4.3320  -0.525
S: 3.1356 -3.5381 -4.0396  0.647
C: 2.0653 1.4030 -3.4759  -0.079
C: 0.8871 2.2100 -4.1724  -0.327
C: 0.5452 1.9570 -5.6840  -0.190
S: 1.9686 2.1921 -6.8042  0.711
O: 3.0564 2.9602 -6.1967  -0.362
O: 2.3943 0.9190 -7.4059  -0.383
O: -0.1669 2.0505 -3.2286  -0.122
C: 0.2323 1.4610 -1.9298  -0.279
C: 0.7655 2.7152 -1.1101  -0.030
C: 0.2294 4.1077 -1.5969  -0.316
C: -1.3147 4.3332 -1.4435  -0.024
O: 0.8732 5.0979 -0.7257  -0.144
C: 1.4518 6.1541 -1.4943  -0.184
C: 0.4069 7.0797 -2.2039  -0.184
C: 0.3386 7.0037 -3.6689  -0.037
C: -0.6366 7.8216 -4.4069  -0.071
C: -1.5111 8.7012 -3.6503  -0.105
C: -1.4617 8.8064 -2.1805  -0.070
C: -0.4842 7.9835 -1.4498  -0.029
C: -1.1529 0.9138 -1.4238  -0.023
C: -1.2758 0.6641 0.1316  -0.584
N: -2.1897 -0.4985 0.3063  0.061
N: -0.0171 0.3070 0.8120  0.096
N: -1.9599 1.8097 0.8368  0.059
H: -2.2222 -7.0363 -0.8195  0.090
H: -1.1577 -7.4108 0.6277  0.079
H: -2.6809 -6.4709 0.8209  0.086
H: 2.0877 -4.5487 0.0684  0.130
H: 0.8978 -4.2750 -1.2890  0.126
H: 0.1960 -2.1799 -0.5529  0.093
H: 0.2535 -2.6134 1.1798  0.096
H: 2.1490 -1.0576 1.1389  0.090
H: 2.9538 -2.6661 0.7575  0.103
H: 3.8571 -1.5661 -1.0117  0.116
H: 2.3523 -2.1791 -1.7704  0.055
H: 2.3750 0.6483 -0.4327  0.106
H: 3.4460 0.4767 -1.8498  0.110
H: -0.3607 -0.4339 -3.6349  0.122
H: 0.4799 -1.6212 -2.5909  0.109
H: 0.8911 -2.1953 -4.9079  0.107
H: 1.4234 -0.5732 -5.4350  0.074
H: 3.4614 -1.5280 -5.3174  0.079
H: 3.5022 -1.0949 -3.5856  0.060
H: 3.3490 -4.0202 -5.3134  -0.136
H: 2.6597 2.2373 -2.9997  0.125
H: 2.8246 0.9766 -4.1796  0.117
H: 1.3243 3.2570 -4.2086  0.127
H: 0.0223 0.9714 -5.8504  0.112
H: -0.2184 2.7386 -5.9829  0.118
H: 1.4927 2.9563 -7.8674  0.085
H: 1.8920 2.7927 -1.1265  0.127
H: 0.5147 2.6570 -0.0108  0.107
H: 0.5184 4.3943 -2.6379  0.115
H: -1.8962 3.7668 -2.2279  0.083
H: -1.6520 4.0336 -0.4097  0.076
H: -1.6290 5.4069 -1.5598  0.068
H: 2.0314 6.8162 -0.7860  0.134
H: 2.1863 5.7842 -2.2673  0.128
H: 0.9922 6.3022 -4.2353  0.100
H: -0.6558 7.7033 -5.5159  0.099
H: -2.2564 9.3050 -4.2272  0.096
H: -2.1625 9.4750 -1.6221  0.097
H: -0.4219 8.0187 -0.3322  0.114
H: -1.9134 1.7095 -1.6705  0.115
H: -1.5116 -0.0116 -1.9353  0.116
H: -3.1051 -0.2655 -0.0786  0.085
H: -2.2433 -0.7786 1.2857  0.071
H: -0.1549 -0.4596 1.4810  0.066
H: 0.3614 1.0697 1.3737  0.077
H: -1.2711 2.4454 1.2496  0.057
H: -2.4777 1.4057 1.6252  0.068
C: -4.7578 5.9565 -2.1820  -0.107
O: -5.6226 6.8231 -2.8882  -0.199
C: -4.9245 7.9231 -3.4574  -0.209
C: -5.7727 8.5957 -4.5221  -0.173
O: -5.7079 7.9315 -5.7824  -0.134
C: -6.4577 6.7231 -5.8816  -0.178
C: -7.9515 6.9632 -6.0210  -0.202
O: -8.5370 7.1909 -4.7456  -0.204
C: -9.8292 7.7512 -4.8497  -0.112
H: -4.2421 6.4914 -1.3771  0.086
H: -5.3576 5.1577 -1.7462  0.090
H: -4.0255 5.5091 -2.8640  0.083
H: -3.9800 7.5829 -3.8942  0.107
H: -4.7146 8.6364 -2.6485  0.124
H: -5.3590 9.5920 -4.7017  0.125
H: -6.8055 8.7282 -4.1964  0.122
H: -6.2301 6.0474 -5.0552  0.122
H: -6.1070 6.2422 -6.7986  0.126
H: -8.4262 6.0731 -6.4537  0.126
H: -8.1270 7.8248 -6.6759  0.128
H: -9.7793 8.7397 -5.3203  0.088
H: -10.2296 7.8690 -3.8430  0.088
H: -10.4929 7.0941 -5.4214  0.087
C: -1.7471 -4.0504 4.9888  -0.104
O: -0.4314 -3.9359 5.4875  -0.206
C: 0.5393 -3.9723 4.4473  -0.194
C: 1.8742 -3.4481 4.9501  -0.181
O: 1.9435 -2.0237 4.9367  -0.132
C: 1.2330 -1.3655 5.9823  -0.177
C: 1.9445 -1.4481 7.3221  -0.199
O: 1.6686 -2.6933 7.9516  -0.206
C: 2.5629 -2.9592 9.0125  -0.111
H: -1.8734 -4.9860 4.4334  0.088
H: -2.4336 -4.0480 5.8353  0.089
H: -1.9866 -3.1961 4.3446  0.084
H: 0.2009 -3.3715 3.5956  0.117
H: 0.6476 -5.0182 4.1335  0.106
H: 2.6502 -3.7798 4.2551  0.124
H: 2.1287 -3.8488 5.9318  0.106
H: 0.2031 -1.7217 6.0466  0.122
H: 1.1936 -0.3139 5.6856  0.125
H: 1.5781 -0.6506 7.9811  0.126
H: 3.0244 -1.3313 7.1739  0.130
H: 3.5868 -3.0531 8.6334  0.089
H: 2.2761 -3.9070 9.4681  0.087
H: 2.5119 -2.1709 9.7707  0.087
C: 5.1861 -11.3437 5.8563  -0.113
O: 4.7463 -10.0382 6.1651  -0.204
C: 5.8309 -9.1321 6.3270  -0.201
C: 5.3378 -7.6979 6.2522  -0.178
O: 5.1802 -7.2357 4.9127  -0.132
C: 4.0275 -7.7167 4.2256  -0.171
C: 2.7459 -7.0345 4.6723  -0.195
O: 2.2549 -7.6375 5.8645  -0.192
C: 1.2805 -6.8349 6.5040  -0.088
H: 5.8415 -11.7306 6.6439  0.087
H: 4.3109 -11.9883 5.7787  0.088
H: 5.7104 -11.3521 4.8938  0.088
H: 6.5862 -9.3061 5.5523  0.128
H: 6.2738 -9.3172 7.3147  0.126
H: 6.1071 -7.0553 6.6884  0.126
H: 4.4255 -7.5504 6.8322  0.122
H: 3.9531 -8.8037 4.2900  0.122
H: 4.1941 -7.4658 3.1746  0.127
H: 1.9773 -7.1525 3.8969  0.127
H: 2.9350 -5.9684 4.8391  0.108
H: 1.7224 -5.8865 6.8278  0.082
H: 0.9256 -7.3688 7.3855  0.092
H: 0.4335 -6.6490 5.8360  0.082


ORCA calculation (wB97M-V/def2-TZVPD) on C14H23BrCaIN6O6P2 as an isolated structure.

Properties
Multiplicity: 1
Gap between HOMO and LUMO: 0.291 Ha
LUMO energy: -2.78 eV
Energy relative to the best compared isomer or geometry (same formula, charge and spin): 102.07 kJ/mol
HOMO level: -10.7 eV
Total charge: +1
Energy: -5559.4145 Ha

Each line ends with the Löwdin charge.
Atoms and positions in Å:
Ca: 0.6695 -0.5352 0.6781  1.214
N: -3.7892 0.0016 2.5577  0.184
C: -2.4405 -0.6807 2.4971  -0.509
C: -2.4555 -1.8081 3.5318  -0.068
P: -2.3172 -1.3693 0.7907  0.312
O: -1.2812 -2.5860 0.9561  -0.138
O: -3.7010 -1.7094 0.3878  -0.276
O: -1.5129 -0.4497 -0.1212  -0.465
P: -1.2244 0.6047 3.0439  0.287
O: -1.5580 1.7313 1.9037  -0.177
O: -1.7031 1.0374 4.3654  -0.257
O: 0.1428 0.0383 2.7688  -0.445
H: -4.4731 -0.5687 2.0426  0.146
H: -3.7234 0.9276 2.1259  0.153
H: -4.0547 0.1382 3.5367  0.167
H: -3.2041 -2.5677 3.2921  0.098
H: -2.6627 -1.3961 4.5204  0.095
H: -1.4744 -2.2761 3.5825  0.095
H: -1.6107 -3.4010 1.3559  0.109
H: -1.4426 2.6189 2.2727  0.095
Br: 3.0907 4.9071 1.1055  0.739
C: 4.1081 3.3432 0.8395  -0.744
C: 5.3953 3.2970 1.3594  -0.120
C: 6.1728 2.1643 1.1907  -0.058
C: 5.6776 1.0681 0.4982  -0.060
C: 4.3982 1.1058 -0.0300  -0.156
C: 3.6195 2.2440 0.1479  -0.713
I: 1.7017 2.2229 -0.6806  0.999
H: 5.7791 4.1527 1.8968  0.107
H: 7.1719 2.1412 1.6039  0.116
H: 6.2814 0.1811 0.3642  0.117
H: 4.0041 0.2548 -0.5709  0.067
N: 3.9972 -5.6820 0.3232  0.103
C: 4.0121 -4.5968 -0.0714  -0.389
N: 4.0809 -3.3595 -0.5469  0.076
C: 3.1380 -2.5395 -0.4030  -0.399
N: 2.3132 -1.6971 -0.3273  -0.091
N: -2.7061 -0.6305 -2.5997  0.037
C: -1.6124 -1.1581 -3.4732  -0.090
C: -0.4134 -0.2282 -3.3097  -0.197
N: -0.7098 1.1611 -3.5968  -0.050
C: -1.8605 1.6523 -2.8632  -0.196
C: -3.0964 0.7600 -2.9850  -0.096
H: -2.3172 -0.5997 -1.6237  0.084
H: -3.5131 -1.2523 -2.5851  0.177
H: -1.9777 -1.1832 -4.4997  0.136
H: -1.3841 -2.1717 -3.1454  0.139
H: 0.4153 -0.5830 -3.9187  0.138
H: -0.0969 -0.2731 -2.2644  0.075
H: -0.7763 1.3499 -4.5884  0.124
H: -2.1109 2.6535 -3.2097  0.132
H: -1.5959 1.7345 -1.8008  0.105
H: -3.4738 0.7337 -4.0074  0.135
H: -3.8961 1.0776 -2.3173  0.135


ORCA calculation (wB97M-V/def2-TZVPD) on a 4-piece molecular cluster, C35H74BBrClN2O18P5S overall.

Properties
Multiplicity: 1
Gap between HOMO and LUMO: 0.194 Ha
LUMO energy: -2.40 eV
HOMO level: -7.7 eV
SMILES: CP(C)[C@]1(CON=O)O[C@@](CCCBr)([PH2]=S)[C@@H](OB(O)O)[C@@]1(Cl)CCCCCCCCCCCCn1cccc1.COP(=O)(OC)OC.COP(=O)(OC)OC.COP(=O)(OC)OC
Total charge: 0
Energy: -8005.6452 Ha

Each line ends with the Löwdin charge.
Atoms and positions in Å:
C: 6.7884 4.2152 3.8394  -0.263
P: 5.4558 3.8701 2.5799  0.979
C: 6.3946 3.1036 1.1763  -0.309
C: 4.2643 2.5834 3.3570  -0.501
C: 3.9242 3.2117 4.7253  -0.192
O: 3.8009 4.6432 4.6369  -0.182
N: 3.7577 5.1199 5.9789  -0.011
O: 4.7193 5.7118 6.2488  0.107
O: 5.0999 1.4053 3.3545  -0.170
C: 4.3577 0.1826 3.4368  -0.505
C: 4.7067 -0.9831 2.4483  -0.178
C: 5.5708 -0.5722 1.2184  -0.281
C: 6.8972 -1.3636 1.2484  -0.563
Br: 7.9633 -0.8300 2.8128  0.633
P: 4.7027 -0.5001 5.1383  0.473
S: 3.9047 -2.2410 5.5235  0.180
C: 2.8825 0.6766 3.1631  -0.249
O: 2.2897 0.6591 4.4590  0.038
B: 1.1455 -0.1327 4.5665  -0.838
O: 0.9275 -1.3258 3.8930  0.158
O: 0.1698 0.2937 5.4598  0.184
C: 3.0693 2.1264 2.5081  -0.617
Cl: 3.3213 1.8703 0.7605  0.823
C: 1.6664 2.7510 2.7340  -0.185
C: 1.3153 3.9493 1.8176  -0.188
C: -0.1324 4.4328 2.1928  -0.182
C: -1.1431 4.3213 1.0026  -0.193
C: -2.0863 3.1008 1.1124  -0.211
C: -3.5762 3.4400 0.7958  -0.215
C: -4.5292 2.3417 1.3059  -0.221
C: -5.9800 2.8098 1.5079  -0.222
C: -6.9526 1.6395 1.8162  -0.211
C: -8.4398 2.0490 1.6495  -0.195
C: -9.0367 2.6194 2.9731  -0.162
C: -10.4273 2.0256 3.3662  -0.118
N: -10.2408 1.1493 4.5272  -0.151
C: -9.6373 -0.0665 4.4644  -0.119
C: -9.5848 -0.6046 5.7323  -0.094
C: -10.2063 0.3618 6.6015  -0.102
C: -10.5928 1.4207 5.8074  -0.121
H: 6.8557 5.2829 4.0702  0.031
H: 7.7624 3.8575 3.4717  0.041
H: 6.6183 3.6889 4.7897  0.031
H: 6.8695 2.1814 1.5567  0.018
H: 5.7874 2.9250 0.2884  0.002
H: 7.2355 3.7771 0.9495  0.040
H: 4.6918 2.9037 5.4529  0.119
H: 2.9679 2.8575 5.1445  0.117
H: 3.7620 -1.3958 2.0787  0.121
H: 5.2372 -1.7805 2.9822  0.056
H: 5.7289 0.5034 1.1182  0.045
H: 5.0787 -0.9033 0.2878  0.103
H: 7.4732 -1.2585 0.3254  0.062
H: 6.6152 -2.4123 1.3970  0.062
H: 6.1081 -0.6506 5.2002  -0.028
H: 4.2207 0.4330 6.0844  0.000
H: 2.3367 0.1401 2.3781  0.130
H: 0.3685 -1.1224 3.1313  0.115
H: 0.0837 1.2480 5.3301  0.101
H: 0.9323 1.9566 2.4920  0.129
H: 1.4716 3.0390 3.7726  0.117
H: 1.2748 3.6734 0.7602  0.077
H: 2.0488 4.7404 2.0300  0.111
H: -0.1256 5.4370 2.6359  0.106
H: -0.5153 3.7579 2.9782  0.088
H: -1.7639 5.2311 1.0525  0.099
H: -0.5904 4.3548 0.0527  0.105
H: -2.0682 2.6316 2.1080  0.094
H: -1.7937 2.3159 0.3940  0.112
H: -3.8363 4.4576 1.1197  0.107
H: -3.6333 3.4460 -0.3087  0.113
H: -4.5452 1.4800 0.6169  0.113
H: -4.1276 1.9814 2.2700  0.111
H: -5.9842 3.5084 2.3661  0.116
H: -6.3693 3.3800 0.6501  0.110
H: -6.7261 1.2857 2.8341  0.109
H: -6.6948 0.8261 1.1049  0.094
H: -8.4340 2.8866 0.9306  0.097
H: -9.0353 1.2447 1.1989  0.102
H: -8.3263 2.3666 3.7735  0.108
H: -9.1088 3.7145 2.9413  0.105
H: -11.0362 2.8585 3.7442  0.115
H: -10.9367 1.5102 2.5458  0.120
H: -9.2542 -0.4889 3.5398  0.122
H: -9.1443 -1.5542 6.0145  0.087
H: -10.3066 0.2586 7.6770  0.087
H: -11.0887 2.3117 6.1769  0.114
C: 3.2689 -4.0928 -3.0449  -0.109
O: 4.1374 -4.9445 -2.3000  -0.289
P: 5.7159 -4.4375 -2.0865  0.668
O: 5.4631 -3.1537 -1.3590  -0.239
O: 5.8892 -4.2117 -3.7047  -0.305
C: 5.8329 -5.3454 -4.5776  -0.106
O: 7.3709 -4.5130 -1.8553  -0.272
C: 8.2057 -3.6822 -2.6504  -0.116
H: 2.3261 -4.0306 -2.5014  0.093
H: 3.6730 -3.0922 -3.1754  0.087
H: 3.0845 -4.5364 -4.0248  0.084
H: 5.1403 -5.1200 -5.3866  0.052
H: 5.4928 -6.2442 -4.0589  0.085
H: 6.8237 -5.5236 -5.0000  0.087
H: 7.7750 -2.6877 -2.7662  0.091
H: 8.3801 -4.1304 -3.6283  0.080
H: 9.1634 -3.6057 -2.1363  0.095
C: 2.2229 -1.8022 -7.4961  -0.109
O: 2.1725 -3.1810 -7.8578  -0.294
P: 3.6107 -3.9242 -8.2813  0.683
O: 4.3685 -3.7206 -7.0060  -0.230
O: 3.9088 -2.7303 -9.3819  -0.314
C: 3.0524 -2.5998 -10.5175  -0.110
O: 4.6988 -4.9446 -9.0361  -0.270
C: 5.8769 -4.3865 -9.6058  -0.110
H: 1.6194 -1.6769 -6.5977  0.095
H: 3.2342 -1.4568 -7.2976  0.089
H: 1.7883 -1.2048 -8.2993  0.084
H: 2.7503 -1.5563 -10.6036  0.088
H: 2.1575 -3.2179 -10.4309  0.086
H: 3.6010 -2.8824 -11.4175  0.085
H: 6.3009 -3.6195 -8.9584  0.094
H: 5.6720 -3.9728 -10.5926  0.081
H: 6.5918 -5.2002 -9.7210  0.096
C: -9.1496 -1.7350 -2.7244  -0.113
O: -8.3782 -2.6519 -1.9530  -0.294
P: -6.7632 -2.2889 -1.7022  0.677
O: -6.9183 -0.9793 -0.9965  -0.232
O: -6.5501 -2.1008 -3.3305  -0.317
C: -6.6892 -3.2353 -4.1859  -0.113
O: -5.1173 -2.4825 -1.4725  -0.271
C: -4.2221 -1.7284 -2.2782  -0.115
H: -10.0953 -1.5841 -2.2049  0.096
H: -8.6560 -0.7750 -2.8529  0.087
H: -9.3512 -2.1713 -3.7044  0.084
H: -7.3497 -2.9670 -5.0104  0.087
H: -7.1121 -4.0948 -3.6634  0.086
H: -5.7120 -3.5038 -4.5912  0.084
H: -4.5762 -0.7057 -2.4076  0.092
H: -4.0815 -2.2019 -3.2497  0.079
H: -3.2617 -1.7175 -1.7641  0.095


no.,F_max (eV/A)
1,2.85
2,0.54
3,7.63